Entry from OMol25: a structure of composition C16H38FNNbO14S4 at a distorted geometry (ωB97M-V with the def2-TZVPD basis set).

Summary:
charge	-1
highest occupied orbital energy	-5.189	eV
LUMO level	0.047	Ha

```
75
Properties=species:S:1:pos:R:3:mulliken_charge:R:1
C 3.83 1.35 -1.78 -0.9117
C 2.36 1.84 -1.64 -0.6041
C 1.31 0.79 -2.17 -0.1979
C 1.47 -0.62 -1.49 0.3444
C 1.82 -0.51 0.06 -0.8155
Nb -0.23 -2.08 -1.94 -1.2586
C -1.24 -0.73 -3.46 -1.3375
C -2.25 0.32 -2.88 0.8502
C -2.47 1.47 -3.97 -0.8697
C -2.16 2.86 -3.33 -0.4572
C -3.16 3.25 -2.20 -0.5883
N -2.59 3.03 -0.87 -0.3437
S -1.65 -1.29 0.01 1.0102
O -3.10 -1.49 -0.28 -0.6427
O -1.33 0.06 0.54 -0.4970
F -1.35 -2.34 1.31 -0.3498
H 4.19 1.05 -0.76 -0.0393
H 3.98 0.55 -2.52 0.2655
H 4.45 2.23 -2.07 0.4170
H 2.07 2.06 -0.59 0.2987
H 2.17 2.77 -2.21 0.5182
H 0.31 1.25 -2.04 -0.3420
H 1.53 0.65 -3.25 0.4162
H 2.37 -1.08 -1.96 0.4277
H 2.91 -0.39 0.23 -0.0859
H 1.32 0.38 0.50 0.2601
H 1.40 -1.39 0.57 0.3951
H 0.61 -3.25 -0.81 0.0300
H -1.56 -3.32 -2.27 0.0265
H 0.79 -2.76 -3.29 0.0075
H -1.83 -1.40 -4.13 0.5473
H -0.48 -0.27 -4.13 0.3186
H -1.87 0.85 -1.99 -0.4701
H -3.24 -0.10 -2.63 0.5632
H -3.49 1.45 -4.40 0.3700
H -1.74 1.36 -4.80 0.3601
H -1.14 2.90 -2.90 0.1383
H -2.17 3.60 -4.17 0.4210
H -3.39 4.33 -2.30 0.3282
H -4.12 2.71 -2.36 0.2479
H -2.60 3.87 -0.30 0.1276
H -3.13 2.36 -0.33 0.1819
C -2.07 4.61 3.73 -0.2850
C -0.55 4.56 3.71 -0.3331
O -0.18 5.27 2.53 -0.2787
S -1.25 6.45 2.25 1.0867
O -0.73 7.67 2.77 -0.5584
O -1.72 6.32 0.91 -0.4899
O -2.40 5.92 3.26 -0.3094
H -2.50 3.88 3.05 0.2593
H -2.47 4.45 4.73 0.2932
H -0.17 3.54 3.68 0.3267
H -0.12 5.08 4.57 0.2832
C 5.44 -2.51 2.15 -0.3267
C 6.95 -2.62 2.20 -0.3768
O 7.41 -1.97 1.01 -0.3116
S 6.39 -0.76 0.65 1.1414
O 6.94 0.46 1.16 -0.5807
O 5.97 -0.91 -0.70 -0.4801
O 5.18 -1.21 1.62 -0.2825
H 5.01 -3.25 1.47 0.2931
H 4.98 -2.62 3.13 0.2976
H 7.29 -3.66 2.22 0.3089
H 7.36 -2.09 3.06 0.2959
C -3.63 -4.75 2.94 -0.2513
C -3.85 -5.02 1.47 -0.1721
O -3.47 -6.39 1.28 -0.3006
S -3.80 -7.22 2.61 1.0933
O -5.05 -7.89 2.45 -0.5542
O -2.62 -7.92 3.02 -0.5369
O -4.02 -5.97 3.60 -0.3359
H -2.57 -4.58 3.15 0.2666
H -4.21 -3.91 3.31 0.3111
H -3.27 -4.36 0.83 0.1777
H -4.91 -4.93 1.21 0.2691
```

=====

Entry from OMol25: a cluster of 9 separate species, C40H77F9N2O18 in total at a distorted geometry (ωB97M-V with the def2-TZVPD basis set).

Summary:
structure (SMILES)	CCOC(=O)C(F)(F)F.CCOC(=O)C(F)(F)F.CCOC(=O)C(F)(F)F.COCCOCCOC.COCCOCCOC.COCCOCCOC.COCCOCCOC.CC#N.CC#N
highest occupied orbital energy	-8.919	eV
LUMO level	0.018	Ha

```
146
Properties=species:S:1:pos:R:3:mulliken_charge:R:1
C -0.89 -3.64 -3.88 0.4263
C -1.22 -4.17 -5.17 0.1738
N -1.44 -4.56 -6.24 -0.5987
H -1.80 -3.54 -3.30 -0.2797
H -0.26 -2.75 -3.98 -0.0444
H -0.38 -4.44 -3.35 0.3362
C -1.29 -1.46 -8.36 -0.4475
C 0.11 -1.59 -8.35 0.3961
N 1.31 -1.73 -8.33 -0.5330
H -1.74 -2.45 -8.33 0.2967
H -1.60 -0.89 -9.23 0.3084
H -1.46 -0.91 -7.43 0.0036
C 5.45 2.25 0.63 -0.5794
O 5.08 0.84 0.72 -0.0659
C 5.96 -0.05 0.01 -0.7077
C 5.62 -0.04 -1.52 -0.7906
O 4.23 0.06 -1.88 -0.0468
C 3.41 -0.95 -1.37 -0.6709
C 1.96 -0.98 -1.96 0.8275
O 1.86 -1.73 -3.08 -0.3741
C 2.45 -1.17 -4.23 -0.5481
H 6.37 2.49 1.15 0.3081
H 4.60 2.82 1.02 0.1076
H 5.47 2.46 -0.44 0.2339
H 5.85 -1.08 0.33 0.3274
H 7.03 0.17 0.07 0.4413
H 6.23 -0.81 -2.00 0.3524
H 6.10 0.88 -1.87 0.4037
H 3.41 -1.01 -0.29 -0.0703
H 3.90 -1.79 -1.87 0.5168
H 1.44 -0.02 -1.87 0.0166
H 1.50 -1.66 -1.24 -0.3769
H 2.07 -0.15 -4.33 -0.0007
H 2.07 -1.63 -5.14 0.3850
H 3.54 -1.26 -4.25 0.3076
C 0.20 1.32 -5.97 -0.5633
O -1.06 0.97 -5.41 -0.4436
C -1.03 1.22 -3.97 0.5304
C -2.21 0.50 -3.20 -0.6853
O -1.86 -0.37 -2.11 0.1882
C -1.63 0.25 -0.86 -0.3508
C -1.26 -0.92 0.12 -0.7597
O -2.41 -1.54 0.71 -0.3682
C -2.99 -2.51 -0.12 -0.3883
H 0.84 0.45 -5.83 0.0731
H 0.70 2.20 -5.56 0.3445
H -0.03 1.48 -7.02 0.2946
H -1.07 2.29 -3.78 0.3193
H -0.15 0.85 -3.46 -0.2818
H -2.67 -0.25 -3.86 0.0290
H -3.03 1.16 -2.93 0.2871
H -2.51 0.79 -0.50 0.6765
H -0.73 0.87 -0.79 0.0423
H -0.67 -0.72 1.01 0.0630
H -0.62 -1.60 -0.44 0.4768
H -3.75 -3.10 0.39 0.3753
H -2.29 -3.22 -0.58 0.0961
H -3.38 -1.99 -0.99 0.1453
C 2.65 -2.47 2.38 -0.2801
O 2.54 -2.66 3.85 -0.5041
C 2.18 -1.45 4.54 -0.5726
C 0.88 -0.74 3.96 -0.5293
O 1.15 0.09 2.85 0.0448
C 2.08 1.19 2.79 -0.3311
C 1.98 2.28 3.88 -0.5451
O 2.35 1.78 5.16 -0.3111
C 2.40 2.68 6.18 -0.7504
H 3.51 -1.88 2.09 0.2851
H 1.84 -1.94 1.87 -0.1623
H 2.66 -3.49 1.98 0.3637
H 3.06 -0.80 4.49 0.2881
H 2.19 -1.53 5.62 0.4424
H 0.43 -0.12 4.73 0.3285
H 0.10 -1.43 3.62 0.3490
H 1.91 1.83 1.93 0.2062
H 3.09 0.78 2.87 0.1688
H 1.00 2.73 3.98 0.1110
H 2.64 3.12 3.65 0.5083
H 3.04 3.54 6.01 0.2792
H 2.73 2.20 7.10 0.2972
H 1.36 2.94 6.39 0.2844
C 1.46 7.12 7.88 -0.7747
O 0.38 6.50 7.30 -0.3120
C 0.47 6.42 5.94 -0.4865
C -0.83 6.00 5.25 -0.5627
O -1.06 4.64 5.30 -0.1454
C -2.38 4.25 4.86 -0.8049
C -2.46 2.84 4.29 -0.6472
O -1.66 2.88 3.08 -0.2412
C -1.93 1.92 2.16 -0.9238
H 1.21 7.08 8.94 0.2776
H 1.83 8.04 7.43 0.3089
H 2.32 6.46 7.79 0.3022
H 1.26 5.75 5.61 0.2303
H 0.77 7.42 5.63 0.4089
H -0.82 6.41 4.24 0.3460
H -1.63 6.46 5.83 0.3676
H -2.85 5.00 4.22 0.4409
H -3.06 4.22 5.71 0.3752
H -3.47 2.46 4.13 0.5837
H -2.09 2.15 5.04 0.2664
H -1.20 1.97 1.36 0.0468
H -2.85 2.16 1.62 0.4987
H -2.02 0.92 2.60 0.4285
C -5.04 -2.87 -3.87 -0.8279
C -5.03 -4.40 -4.12 -0.3698
O -3.95 -5.13 -3.42 -0.2924
C -4.15 -5.50 -2.10 0.3800
O -4.98 -4.95 -1.39 -0.5296
C -3.20 -6.49 -1.53 0.8356
F -2.17 -6.72 -2.38 -0.2609
F -2.66 -5.81 -0.48 -0.1702
F -3.71 -7.71 -1.32 -0.2520
H -5.17 -2.70 -2.81 0.2340
H -5.83 -2.35 -4.43 0.4753
H -4.18 -2.26 -4.13 0.0599
H -4.88 -4.39 -5.20 0.3514
H -6.00 -4.84 -3.93 0.3680
C 3.87 5.14 -5.59 -1.3308
C 3.92 4.31 -4.40 -0.0797
O 2.63 4.37 -3.72 -0.2128
C 2.48 4.08 -2.45 0.4262
O 3.34 3.60 -1.72 -0.5784
C 0.96 4.41 -2.08 0.8991
F 0.28 4.63 -3.14 -0.2480
F 0.47 3.43 -1.41 -0.2296
F 0.89 5.45 -1.28 -0.2976
H 3.80 6.19 -5.29 0.3120
H 3.02 4.98 -6.25 0.3260
H 4.75 5.01 -6.21 0.4027
H 4.68 4.77 -3.77 0.3138
H 4.29 3.31 -4.63 0.2436
C -2.69 -6.89 2.67 -1.1692
C -4.12 -6.73 2.79 0.0372
O -4.48 -5.89 3.85 -0.3131
C -4.78 -4.51 3.67 0.4442
O -4.70 -3.93 2.61 -0.5241
C -4.99 -3.77 5.01 0.7976
F -3.98 -3.08 5.43 -0.2155
F -6.03 -2.90 4.85 -0.2594
F -5.38 -4.61 5.98 -0.2439
H -2.11 -6.03 2.33 0.2177
H -2.31 -7.69 2.04 0.3960
H -2.21 -7.03 3.64 0.3667
H -4.72 -7.64 2.75 0.3623
H -4.39 -6.23 1.85 0.0666
```

=====

Question: Number 2 is which compound?
Answer: C40H77F9N2O18